This record from OMol25 describes C20H22BF2N6O2Ru as an isolated structure. The level of theory is ωB97M-V/def2-TZVPD.

Its frontier orbital gap (alpha / beta) is 6.90 / 6.88 eV. As for the highest occupied orbital energy (alpha / beta): -16.92 / -16.92 eV. The value obtained for the LUMO energy (alpha / beta) is -0.3682 / -0.3689 Eh. The calculation puts the calculated total energy at -1572.98424 a.u.

```
! wB97M-V def2-TZVPD RIJCOSX def2/J DEFGRID3
* xyz 3 1
Ru -1.32 -0.04 0.20
C -5.39 -0.68 -1.15
C -5.51 -2.05 -1.03
C -4.41 -2.80 -0.62
C -3.23 -2.15 -0.34
N -3.12 -0.80 -0.45
C -4.18 -0.08 -0.85
C -1.99 -2.82 0.14
C -1.75 -4.17 0.21
C -0.51 -4.59 0.69
C 0.44 -3.66 1.08
C 0.16 -2.31 0.98
N -1.04 -1.94 0.52
C 1.04 -1.21 1.45
C 2.11 -1.43 2.23
C 2.39 -0.59 3.40
C 1.67 0.49 3.66
C 0.87 1.10 2.57
N 0.50 0.16 1.35
H -6.23 -0.07 -1.47
H -6.45 -2.54 -1.25
H -4.49 -3.87 -0.50
H -4.05 0.99 -0.90
H -2.49 -4.89 -0.09
H -0.29 -5.64 0.75
H 1.39 -3.99 1.49
H 2.63 -2.38 2.13
H 3.06 -0.99 4.15
H 1.68 0.97 4.63
H 0.00 1.67 2.89
F -0.74 2.05 -0.34
B 0.59 1.63 -0.77
F 1.27 2.68 -1.29
C 2.80 3.49 2.92
N 2.58 2.76 1.65
C 3.45 3.15 0.53
C 1.70 1.84 1.56
N 1.31 1.07 0.51
H 2.72 4.56 2.72
H 3.80 3.27 3.28
H 2.06 3.20 3.66
H 3.08 4.07 0.08
H 3.48 2.36 -0.21
H 4.45 3.32 0.93
N 0.64 1.24 -5.23
C 0.71 1.63 -3.79
C 0.43 0.37 -2.98
O 0.32 -0.68 -3.54
O 0.31 0.48 -1.65
H 1.03 1.97 -5.84
H -0.32 1.05 -5.53
H 1.16 0.37 -5.38
H -0.01 2.42 -3.59
H 1.70 2.02 -3.58
*
```

This record from OMol25 describes C20H22CeN3O2 as an isolated structure. The level of theory is ωB97M-V/def2-TZVPD.

Its frontier orbital gap (alpha / beta) is 7.11 / 7.19 eV. As for the highest occupied orbital energy (alpha / beta): -13.35 / -13.41 eV. Its energy above the lowest of the compared OMol25 structures with the same formula, charge and spin is 16.6 kcal per mole. The value obtained for the LUMO energy (alpha / beta) is -0.2294 / -0.2285 Eh. The calculation puts the calculated total energy at -1564.69246 a.u.

```
! wB97M-V def2-TZVPD RIJCOSX def2/J DEFGRID3
* xyz 2 2
Ce 0.43 0.41 -0.32
C 3.82 -1.50 -1.37
C 3.29 -2.50 -0.54
C 1.92 -2.74 -0.52
C 0.96 -1.93 -1.26
C 1.54 -0.83 -1.92
C 2.88 -0.74 -2.15
C -0.52 -2.14 -1.06
C -1.08 -3.43 -1.06
C -2.43 -3.54 -1.03
C -3.29 -2.43 -0.88
C -4.69 -2.54 -0.62
C -5.46 -1.40 -0.48
C -4.84 -0.15 -0.71
C -3.50 0.01 -0.86
C -2.67 -1.12 -0.90
N -1.30 -1.03 -0.88
H 4.86 -1.17 -1.38
H 3.97 -3.08 0.02
H 1.49 -3.51 0.06
H 3.25 -0.01 -2.86
H -0.45 -4.32 -1.20
H -2.88 -4.50 -1.23
H -4.98 -3.60 -0.48
H -6.54 -1.45 -0.26
H -5.50 0.70 -0.69
H -3.05 1.01 -0.87
C 1.05 0.42 4.86
N 1.13 0.91 3.50
C 2.12 0.50 2.67
N 3.34 0.19 3.17
O 1.94 0.40 1.39
H 0.01 0.53 5.24
H 1.70 0.97 5.50
H 1.34 -0.63 4.94
H 0.21 1.14 3.08
H 3.64 0.45 4.12
H 4.13 0.24 2.53
C -0.83 4.46 -1.80
C 0.38 3.62 -1.55
C 1.72 4.33 -1.36
O 0.25 2.35 -1.40
H -1.40 4.09 -2.69
H -0.51 5.51 -1.94
H -1.61 4.37 -0.98
H 2.26 4.65 -2.29
H 2.44 3.76 -0.76
H 1.43 5.25 -0.81
*
```

This record from OMol25 describes one molecule with the formula C20H22Cl2N2OS. The level of theory is ωB97M-V/def2-TZVPD.

Its frontier orbital gap is 8.57 eV. As for the highest occupied orbital energy: -7.99 eV. Its energy above the lowest of the compared OMol25 structures with the same formula, charge and spin is 3.6 kcal per mole. The value obtained for the LUMO energy is 0.0211 Eh. The calculation puts the calculated total energy at -2278.67044 a.u.

```
! wB97M-V def2-TZVPD RIJCOSX def2/J DEFGRID3
* xyz 0 1
O 1.34 -0.18 -0.07
C 0.23 -0.11 0.42
N -0.87 0.04 -0.35
C -2.23 0.29 0.08
H -2.32 0.23 1.16
C -2.64 1.70 -0.40
N -2.52 1.83 -1.83
C -3.57 1.52 -2.67
C -4.76 0.96 -2.19
C -5.82 0.73 -3.06
C -5.74 1.03 -4.40
C -4.57 1.59 -4.87
C -3.51 1.84 -4.03
H -2.62 2.31 -4.43
H -4.49 1.85 -5.92
H -6.58 0.84 -5.06
Cl -7.27 0.03 -2.42
H -4.89 0.68 -1.16
C -1.15 1.57 -2.24
H -1.06 1.64 -3.32
C -0.72 0.16 -1.79
H 0.33 -0.01 -2.03
H -1.35 -0.59 -2.28
H -0.50 2.31 -1.78
H -3.65 1.94 -0.08
H -1.96 2.43 0.06
H -2.89 -0.46 -0.38
C -0.01 -0.19 1.93
C 1.26 -0.58 2.67
H 2.12 -0.02 2.31
H 1.14 -0.41 3.74
S 1.65 -2.36 2.46
C 3.15 -2.27 1.42
C 4.33 -1.85 2.23
C 4.99 -0.64 2.05
C 6.07 -0.28 2.85
C 6.50 -1.14 3.85
C 5.86 -2.35 4.04
C 4.79 -2.70 3.24
H 4.27 -3.63 3.40
H 6.19 -3.02 4.82
H 7.34 -0.86 4.47
H 6.56 0.66 2.69
Cl 4.49 0.47 0.81
H 3.28 -3.28 1.03
H 2.93 -1.58 0.60
H -0.78 -0.93 2.14
H -0.34 0.79 2.28
*
```

This record from OMol25 describes one molecule with the formula C20H22ClN5O5S. The level of theory is ωB97M-V/def2-TZVPD.

Its frontier orbital gap is 8.05 eV. As for the highest occupied orbital energy: -8.39 eV. The value obtained for the LUMO energy is -0.0127 Eh. The calculation puts the calculated total energy at -2283.55904 a.u.

```
! wB97M-V def2-TZVPD RIJCOSX def2/J DEFGRID3
* xyz 0 1
C 2.66 -5.59 -1.51
C 1.94 -4.36 -1.05
C 2.45 -3.57 -0.03
C 1.78 -2.42 0.38
C 0.61 -2.06 -0.25
C 0.09 -2.83 -1.28
C 0.76 -3.97 -1.68
H 0.36 -4.57 -2.48
H -0.83 -2.51 -1.75
S -0.29 -0.62 0.26
O -0.66 0.14 -0.90
O 0.46 0.05 1.29
N -1.67 -1.34 0.88
C -1.53 -1.76 2.26
C -1.76 -0.60 3.22
N -2.98 0.14 2.90
C -2.86 1.59 2.92
C -2.28 2.19 1.64
O -2.96 2.34 0.64
N -0.96 2.52 1.72
N -0.08 2.82 0.74
C -0.40 2.85 -0.49
C 0.65 3.10 -1.47
C 1.91 3.53 -1.06
C 2.91 3.74 -1.99
C 2.69 3.52 -3.35
C 1.45 3.08 -3.76
C 0.44 2.87 -2.84
Cl -1.07 2.29 -3.40
H 1.26 2.90 -4.81
H 3.49 3.70 -4.05
N 4.20 4.19 -1.55
O 5.07 4.32 -2.39
O 4.35 4.41 -0.36
H 2.09 3.69 -0.01
H -1.40 2.67 -0.87
H -0.47 2.37 2.60
H -2.28 1.87 3.80
H -3.88 1.99 3.03
C -3.76 -0.42 1.83
C -2.97 -0.78 0.56
H -2.81 0.09 -0.07
H -3.53 -1.52 -0.02
H -4.24 -1.33 2.22
H -4.55 0.29 1.56
H -1.84 -0.98 4.25
H -0.88 0.05 3.16
H -0.51 -2.15 2.38
H -2.23 -2.58 2.44
H 2.16 -1.80 1.17
H 3.37 -3.85 0.46
H 3.45 -5.86 -0.81
H 1.97 -6.42 -1.60
H 3.11 -5.42 -2.48
*
```

This record from OMol25 describes C20H22FN3O2PtS5Si as an isolated structure. The level of theory is ωB97M-V/def2-TZVPD.

Its frontier orbital gap (alpha / beta) is 5.39 / 5.39 eV. As for the highest occupied orbital energy (alpha / beta): -7.78 / -7.78 eV. Its energy above the lowest of the compared OMol25 structures with the same formula, charge and spin is 0.0 kcal per mole. The value obtained for the LUMO energy (alpha / beta) is -0.0876 / -0.0877 Eh. The calculation puts the calculated total energy at -3589.71280 a.u.

```
! wB97M-V def2-TZVPD RIJCOSX def2/J DEFGRID3
* xyz 0 1
Pt -0.21 -0.47 0.43
O 3.79 1.01 -1.18
C 4.16 1.63 -0.04
C 5.46 2.13 0.00
C 5.93 2.77 1.12
C 5.11 2.93 2.24
C 3.82 2.45 2.20
C 3.32 1.79 1.07
C 1.94 1.28 1.09
O 1.53 0.60 0.05
N 1.18 1.53 2.11
N -0.11 1.01 1.94
C -0.88 1.18 2.95
S -0.28 1.91 4.42
C -1.73 1.39 5.38
C -2.95 1.55 4.49
S -2.57 0.74 2.91
H 2.86 0.72 -1.06
H 6.09 2.00 -0.88
H 6.94 3.15 1.13
H 5.48 3.44 3.12
H 3.16 2.57 3.05
H -1.79 2.01 6.28
H -1.60 0.35 5.67
H -3.17 2.60 4.31
H -3.83 1.06 4.91
S -4.59 -0.91 -0.74
C -3.04 -0.70 -0.29
S -1.99 0.64 -0.60
S -2.06 -1.78 0.67
C 0.27 -4.80 1.52
Si 1.09 -3.13 1.70
C 2.92 -3.23 2.11
C 0.33 -2.21 3.13
N 0.91 -2.17 0.17
C 1.58 -2.48 -0.98
C 2.35 -3.67 -1.10
C 3.07 -3.97 -2.23
C 3.05 -3.10 -3.32
C 2.26 -1.97 -3.28
C 1.54 -1.68 -2.14
F 0.76 -0.60 -2.18
H 0.26 -5.31 2.48
H 0.76 -5.45 0.80
H -0.76 -4.67 1.20
H 3.01 -3.63 3.12
H 3.34 -2.22 2.11
H 3.52 -3.84 1.44
H 0.44 -2.86 4.01
H -0.73 -1.98 3.03
H 0.87 -1.28 3.34
H 2.35 -4.37 -0.29
H 3.66 -4.88 -2.27
H 3.63 -3.32 -4.21
H 2.19 -1.29 -4.12
*
```

This record from OMol25 describes one molecule with the formula C20H22FN3O4S. The level of theory is ωB97M-V/def2-TZVPD.

Its frontier orbital gap is 9.48 eV. As for the highest occupied orbital energy: -8.86 eV. Its energy above the lowest of the compared OMol25 structures with the same formula, charge and spin is 9.0 kcal per mole. The value obtained for the LUMO energy is 0.0230 Eh. The calculation puts the calculated total energy at -1738.64732 a.u.

```
! wB97M-V def2-TZVPD RIJCOSX def2/J DEFGRID3
* xyz 0 1
O -1.47 -0.32 1.27
C -0.25 -0.27 1.38
N 0.40 0.85 1.72
H 1.42 0.86 1.76
C -0.20 2.16 1.70
H -0.33 2.52 2.73
C 0.70 3.13 0.93
H 1.66 3.23 1.44
H 0.21 4.11 0.94
C 0.92 2.73 -0.53
N 1.98 1.77 -0.79
C 2.93 1.26 0.00
O 3.08 1.45 1.20
C 3.82 0.36 -0.85
H 4.74 0.91 -1.09
C 2.98 0.08 -2.08
H 2.36 -0.80 -1.92
H 3.57 -0.06 -2.99
C 2.08 1.32 -2.17
H 2.53 2.11 -2.79
H 1.09 1.08 -2.55
H 4.10 -0.53 -0.29
H 1.15 3.63 -1.11
H 0.00 2.28 -0.92
H -1.18 2.06 1.24
C 0.61 -1.46 1.15
C 1.80 -1.64 1.85
C 2.58 -2.77 1.66
C 2.17 -3.74 0.76
C 0.99 -3.58 0.07
C 0.19 -2.45 0.25
N -0.99 -2.34 -0.47
S -1.53 -0.97 -1.29
O -0.55 0.07 -1.29
O -1.89 -1.50 -2.58
C -3.07 -0.44 -0.56
C -3.41 0.89 -0.62
C -4.64 1.31 -0.13
C -5.50 0.36 0.39
C -5.17 -0.99 0.44
C -3.94 -1.39 -0.05
H -3.65 -2.42 -0.03
H -5.88 -1.69 0.85
F -6.69 0.76 0.86
H -4.93 2.35 -0.15
H -2.70 1.59 -1.03
H -1.18 -3.14 -1.06
H 0.66 -4.34 -0.63
H 2.76 -4.63 0.61
H 3.50 -2.89 2.21
H 2.12 -0.90 2.56
*
```